ORCA calculation (ωB97M-V/def2-TZVPD) on a molecular structure, C19H21AuB11Br8NOSe.

The lowest unoccupied orbital energy comes out at -9.402 eV. Its net charge is +2.

Each line ends with the Löwdin charge.
Positions of all 63 atoms, in Å:
B 2.85 2.76 0.18  -0.238
H -5.04 3.33 -0.73  0.136
H -4.68 0.36 5.32  0.115
O -2.20 -1.40 2.01  -0.413
Br -6.18 2.61 4.24  0.918
C -0.49 -2.88 0.29  -0.404
B 3.85 1.62 -0.77  -0.229
H 2.43 5.25 -0.38  0.173
H 4.70 1.01 -0.25  0.172
C -5.03 2.55 1.27  0.035
H 1.08 -3.01 3.35  0.102
C -4.90 1.45 3.51  -0.591
C 0.28 -3.31 1.40  -0.260
H 5.13 2.20 -2.93  0.175
C -3.48 -0.47 3.76  -0.570
Br 0.14 4.72 -3.03  0.906
B 1.29 2.89 -0.63  -0.826
C -3.55 0.67 1.63  -0.154
C 0.61 -4.42 -1.17  0.032
N -3.10 0.82 0.34  -0.098
B 1.51 3.62 -2.24  -0.906
H -3.22 1.81 -1.46  0.118
B 2.48 4.17 -0.85  -0.223
Br -0.34 0.97 -2.68  0.918
H 0.17 -1.62 2.75  0.054
H 4.83 3.79 -0.62  0.198
Br 1.36 -0.14 0.52  1.039
C -0.31 -3.41 -1.02  -0.279
Br 2.31 2.30 -5.10  0.928
H 3.03 2.90 1.34  0.171
H -0.98 -1.82 -2.34  0.022
C -3.09 -0.40 2.44  -0.281
C -3.63 1.75 -0.46  -0.100
B 2.52 2.47 -3.20  -0.905
Br 3.05 -0.75 -2.84  0.887
C -4.50 1.58 2.15  -0.155
Br -0.41 3.10 0.40  0.957
B 2.13 1.36 -0.58  -0.800
Au -1.01 0.56 0.03  0.526
C 0.21 -2.71 2.77  -0.050
B 2.89 1.05 -2.15  -0.899
H -0.68 -3.06 3.30  0.056
H -5.77 3.24 1.65  0.099
C -1.07 -2.90 -2.21  -0.065
H -0.67 -3.35 -3.12  0.106
B 3.26 3.90 -2.43  -0.214
C 2.32 -6.04 -0.28  -0.008
H 1.99 -6.91 0.30  0.107
C -4.63 2.61 -0.03  0.013
H 3.73 4.81 -3.01  0.176
H -2.13 -3.18 -2.17  0.096
H 2.41 -6.34 -1.32  0.091
H 1.76 -4.70 1.99  0.142
C 3.94 3.31 -0.98  0.072
C -4.39 0.46 4.29  -0.128
B 4.10 2.34 -2.38  -0.215
B 1.31 1.86 -2.06  -0.937
H 0.77 -4.83 -2.16  0.138
Se -1.92 -1.69 0.30  1.383
Br -2.85 -1.82 4.89  0.952
C 1.17 -4.34 1.16  0.026
C 1.34 -4.92 -0.10  -0.194
H 3.30 -5.76 0.11  0.103



ORCA calculation (ωB97M-V/def2-TZVPD) on a molecular structure, C19H21BBrCoN8O2P.

As for the spin multiplicity: 5. As for the expectation value of S²: 6.012. The lowest unoccupied orbital energy (alpha / beta) comes out at -2.826 / -5.188 eV. Its net charge is +1.

Each line ends with the Löwdin charge.
Positions of all 54 atoms, in Å:
H 3.01 -1.15 -1.72  0.121
H 5.90 -0.64 2.18  0.101
Br 1.08 -3.23 1.33  0.837
H 5.85 1.09 1.80  0.101
C 0.33 3.20 -0.54  -0.053
H 0.82 5.32 -0.12  0.136
O 0.01 -0.39 -4.20  0.138
C -1.02 -0.79 3.65  -0.029
H 4.78 0.42 3.05  0.069
C -2.55 1.01 -0.97  -0.140
C 0.53 -4.25 -2.61  -0.007
H -4.54 1.19 -1.95  0.026
C 2.91 0.26 1.14  -0.441
N 1.50 3.79 1.22  -0.109
N 0.65 2.07 0.17  0.000
N 4.23 -0.05 1.08  -0.106
H -2.02 -1.24 1.73  0.118
N -0.16 -0.17 1.70  -0.039
C 4.45 -0.68 -0.12  -0.019
H 0.95 -5.24 -0.73  0.108
C 3.25 -0.74 -0.75  -0.081
H 3.21 4.86 1.84  0.101
H -3.14 2.52 -2.43  0.028
H 1.65 5.53 2.36  0.101
B -3.66 1.90 -1.52  -0.384
C 0.31 -3.03 -3.21  0.033
H 5.43 -1.02 -0.41  0.135
C 0.26 -0.52 -3.03  -0.552
Co 0.20 0.10 -0.36  0.831
C 0.70 -3.13 -0.52  -0.691
H 0.82 1.22 5.36  0.091
C 2.21 4.61 2.20  -0.005
H 1.73 -0.30 5.25  0.093
C 0.65 0.25 2.66  -0.462
C 0.86 4.27 0.11  -0.016
H -0.25 3.15 -1.45  0.127
H -4.04 2.60 -0.60  0.023
C -1.21 -0.81 2.30  -0.126
C 1.35 2.44 1.23  -0.430
P 2.11 1.29 2.41  1.194
H -1.62 -1.17 4.45  0.133
N -1.66 0.37 -0.54  0.071
N 0.46 -1.95 -1.08  0.029
H 0.10 -0.28 5.94  0.097
O 0.59 0.43 -2.19  -0.103
C 0.74 0.15 5.18  -0.007
H 0.55 -5.16 -3.20  0.126
C 0.75 -4.31 -1.24  -0.089
C 0.31 -1.90 -2.41  -0.167
C 5.25 0.22 2.09  -0.004
H 2.29 4.08 3.14  0.069
N 0.15 -0.11 3.87  -0.107
N 2.30 -0.16 0.04  -0.005
H 0.17 -2.90 -4.27  0.135



ORCA calculation (ωB97M-V/def2-TZVPD) on a molecular structure, C19H21Br4IrN3O2Sb.

As for the spin multiplicity: 2. As for the expectation value of S²: 0.928. The lowest unoccupied orbital energy (alpha / beta) comes out at -5.935 / -6.567 eV. Its net charge is +1.

Each line ends with the Löwdin charge.
Positions of all 51 atoms, in Å:
N 4.59 4.17 -2.00  0.204
Br 6.45 -1.36 4.67  0.822
H 0.63 -1.99 -2.74  0.046
C -3.07 2.06 -0.64  -0.122
C 2.37 -1.48 3.76  -0.648
H -3.42 -0.88 0.02  0.090
O 1.26 -1.09 1.68  -0.293
H -3.20 -3.23 0.88  0.091
C -2.68 -0.95 -3.17  -0.124
Ir 1.46 -0.46 -0.10  1.140
H -0.84 -2.94 -2.51  0.071
H -2.73 -1.20 -4.23  0.090
H -0.45 -2.30 -4.10  0.088
C 4.84 -0.96 2.40  -0.650
Br 3.62 -2.01 6.22  0.859
C -0.42 -2.08 -3.03  -0.151
H -3.29 3.13 -0.75  0.093
H -1.04 3.68 0.37  0.087
C 3.60 -0.90 1.70  -0.366
Sb -1.01 -0.22 -0.69  1.502
C 2.18 3.28 -2.00  -0.194
C -2.49 -1.23 0.48  -0.543
C 2.37 -1.16 2.41  -0.347
H -1.30 2.32 1.45  0.073
H -3.26 -0.04 -3.02  0.062
H -3.49 1.74 0.31  0.075
C -2.38 -2.75 0.33  -0.127
C -0.88 2.61 0.48  -0.144
H -1.44 -3.11 0.76  0.081
H -1.48 -1.09 2.39  0.041
C 3.60 -1.55 4.42  -0.698
Br 6.37 -0.57 1.42  0.892
H -2.43 -3.08 -0.70  0.058
N 0.11 4.74 -2.49  0.206
H 0.20 2.43 0.53  0.045
C -2.42 -0.78 1.93  -0.130
C -1.22 -0.81 -2.75  -0.551
Br 0.73 -1.80 4.59  0.863
O 3.48 -0.61 0.47  -0.127
H -3.18 -1.76 -2.62  0.074
C 4.84 -1.28 3.73  -0.726
H -1.16 2.23 -1.62  0.068
C 1.94 2.01 -1.67  -0.115
C 3.51 3.78 -2.02  -0.165
H -3.58 1.54 -1.44  0.061
C -1.55 1.86 -0.67  -0.545
H -2.51 0.30 2.04  0.060
H -0.76 0.03 -3.28  0.086
C 1.05 4.10 -2.30  -0.176
N 1.72 0.87 -1.40  -0.080
H -3.24 -1.23 2.50  0.093



ORCA calculation (ωB97M-V/def2-TZVPD) on C19H21BrN2O3S in the gas phase.

As for the SMILES: O=C(Nc1cccc(Br)c1)c1cccc(S(=O)(=O)N2CCCCCC2)c1. The lowest unoccupied orbital energy comes out at 0.120 eV. Its net charge is 0.

Each line ends with the Löwdin charge.
Positions of all 47 atoms, in Å:
C 0.84 0.37 -0.04  -0.015
C -2.44 0.57 -1.70  -0.189
O 1.26 -1.69 2.80  0.095
O 0.63 1.95 -3.49  -0.275
Br 0.74 -0.57 7.75  0.734
H -3.43 0.85 -2.08  0.126
C -2.45 -0.89 -1.23  -0.163
H 2.03 1.26 2.04  0.143
H 3.21 3.36 5.92  0.107
H -3.44 -1.10 -0.82  0.112
C -1.89 0.73 -4.10  -0.194
H 2.26 1.96 7.73  0.098
C 1.50 0.50 6.36  -0.670
H -1.05 -1.92 -2.50  0.090
H -2.86 1.22 -4.23  0.130
C 1.43 -0.67 0.66  -0.122
S -0.09 1.62 -2.30  0.679
H -2.42 -0.70 -5.59  0.112
C 0.79 0.32 -1.42  -0.254
H 2.36 -2.62 -1.96  0.112
H -1.14 1.27 -4.69  0.110
H 1.31 -0.71 -3.20  0.118
H -3.80 -1.18 -3.52  0.114
C 1.89 0.88 4.04  -0.215
H 2.96 2.67 3.57  0.111
H -0.98 -1.13 -4.68  0.109
H -1.72 -1.03 -0.43  0.100
C -2.81 -1.62 -3.68  -0.194
C 2.16 1.67 6.70  -0.138
C 1.47 -0.69 2.16  -0.416
C 1.93 -1.78 -1.42  -0.045
C 2.55 2.06 4.36  -0.027
H -2.42 -2.89 -1.98  0.110
N -1.47 0.83 -2.73  -0.248
C -2.13 -1.90 -2.34  -0.193
C 1.35 0.09 5.05  -0.058
H 2.38 -2.58 0.52  0.124
H -2.21 1.23 -0.86  0.113
H 0.38 1.22 0.45  0.121
C -1.98 -0.72 -4.59  -0.175
C 1.95 -1.76 -0.04  0.004
O -0.37 2.65 -1.34  -0.285
H 0.84 -0.83 4.81  0.097
C 2.69 2.45 5.68  -0.080
N 1.77 0.53 2.69  0.138
H -2.97 -2.57 -4.20  0.108
C 1.34 -0.73 -2.12  -0.059



ORCA calculation (ωB97M-V/def2-TZVPD) on a molecular structure, C19H21BrN4O2SW.

As for the spin multiplicity: 3. As for the expectation value of S²: 2.022. The lowest unoccupied orbital energy (alpha / beta) comes out at -7.314 / -7.516 eV. Its net charge is +2.

Each line ends with the Löwdin charge.
Positions of all 49 atoms, in Å:
H -0.06 -2.27 1.92  0.106
N -0.04 -1.68 -1.06  -0.077
Br -2.85 -0.29 0.77  0.971
C -2.29 2.32 -2.95  0.069
C 0.04 2.12 2.48  -0.546
S 0.06 3.64 3.27  1.119
H -0.09 5.52 1.75  0.089
C 0.11 -0.74 4.92  0.010
H -0.17 3.94 -0.31  0.108
H -2.02 2.90 -3.82  0.150
H 0.00 -2.83 4.32  0.128
N 2.18 0.28 0.51  -0.039
C 3.32 -1.91 -0.05  -0.175
C -2.83 0.82 -0.77  -0.651
O 0.69 2.41 -3.35  0.194
H 4.05 -2.58 0.41  0.129
C -3.90 1.35 -1.43  -0.017
H 1.59 -3.19 0.19  0.111
C -0.06 2.22 1.10  -0.329
H 1.74 -1.22 -2.08  0.107
H -4.42 2.57 -3.12  0.140
H -0.45 -2.50 -0.62  0.095
C 2.19 -2.77 -0.62  -0.170
C 0.13 0.56 4.47  0.022
H 1.08 -2.79 -2.47  0.126
H 0.15 -0.95 5.98  0.135
H -4.92 1.17 -1.10  0.135
H 0.19 1.39 5.16  0.125
H -0.67 -1.49 -1.84  0.096
C -0.07 4.44 1.77  -0.359
C 0.07 0.81 3.10  -0.269
C -0.11 3.59 0.71  -0.169
H 2.35 1.07 1.13  0.112
N 0.02 -0.21 2.21  -0.128
O 0.85 1.08 -1.53  -0.220
W -0.04 0.35 0.14  1.596
C 0.03 -1.79 4.00  -0.018
H 2.58 0.57 -0.39  0.107
H 2.66 -3.63 -1.11  0.124
C -0.01 -1.49 2.67  -0.148
H 3.86 -1.41 -0.86  0.130
H 3.86 -0.51 1.47  0.133
C 0.20 1.82 -2.44  -0.508
N -1.57 1.01 -1.12  -0.134
C -3.61 2.12 -2.55  0.034
C 2.95 -0.90 1.02  -0.188
C -1.29 1.74 -2.21  -0.149
C 1.28 -2.10 -1.65  -0.205
H 2.38 -1.37 1.82  0.097



ORCA calculation (ωB97M-V/def2-TZVPD) on a molecular structure, C19H21Cl2N2O10ReSbSe5Si.

The lowest unoccupied orbital energy (alpha / beta) comes out at 1.222 / 1.229 eV. Its net charge is -1.

Each line ends with the Löwdin charge.
Positions of all 62 atoms, in Å:
Se -8.72 -7.81 9.41  -0.021
O -7.94 -11.45 12.25  -0.855
Se -6.12 -12.29 13.23  1.138
Cl -13.35 -4.94 14.15  0.540
Se -8.45 -9.91 7.82  -0.132
H -14.75 -11.02 18.39  0.129
H -4.74 -4.92 15.58  0.097
H -12.19 -5.98 16.08  0.077
N -7.47 -6.12 14.07  -0.066
H -7.86 -4.31 9.65  0.022
H -10.48 -11.29 13.78  0.108
H -7.73 -2.84 10.73  0.030
Re -8.80 -7.45 13.22  1.495
C -9.30 -9.57 15.44  -0.506
C -6.21 -3.77 14.63  -0.071
O -10.01 -6.46 14.93  -0.075
C -5.71 -4.97 15.13  -0.057
H -9.70 -2.06 12.74  0.020
H -8.93 -2.87 9.45  0.041
O -8.55 -9.09 16.29  0.051
C -8.42 -3.55 10.19  -0.196
H -11.71 -4.56 9.85  0.035
N -8.82 -5.46 12.44  -0.159
C -7.25 -3.77 13.71  -0.024
H -10.35 -5.64 9.38  -0.053
O -5.37 -10.95 12.56  -0.825
Cl -13.38 -7.68 15.17  0.614
Se -9.72 -8.89 11.36  0.211
C -12.29 -11.88 14.98  0.031
O -7.38 -8.35 12.84  -0.656
H -11.38 -6.15 10.71  0.022
C -11.09 -6.52 14.24  -0.748
C -7.88 -4.99 13.38  -0.365
O -9.42 -9.08 14.20  -0.319
C -14.01 -11.77 18.14  -0.101
H -10.14 -10.17 17.79  0.112
Se -8.25 -11.79 9.12  -0.102
H -4.99 -7.19 15.92  0.062
C -12.36 -6.24 15.02  -0.924
O -11.08 -6.77 13.01  -0.177
C -10.36 -10.57 15.69  -0.138
C -5.82 -7.47 15.30  -0.016
C -11.01 -11.31 14.73  -0.005
H -5.39 -8.07 14.39  0.119
Si -9.72 -4.24 11.34  0.500
H -5.96 -2.84 15.15  0.112
C -6.38 -6.15 14.84  -0.289
H -7.48 -2.86 13.18  0.076
C -10.92 -5.24 10.23  -0.207
C -12.00 -11.21 17.26  -0.224
C -10.42 -2.80 12.38  -0.177
H -14.07 -12.74 18.71  0.146
Sb -6.91 -10.19 11.19  1.197
H -10.92 -3.23 13.30  0.026
H -12.89 -12.36 14.17  0.131
C -10.78 -10.60 17.07  0.096
H -11.21 -2.29 11.85  0.010
O -14.03 -12.14 16.76  0.014
O -5.82 -13.62 12.23  -0.612
H -6.60 -8.01 15.82  0.057
O -12.66 -11.23 18.45  0.001
C -12.80 -11.77 16.27  -0.218